Here is a gas-phase ion, C3H2NO3 (charge -1) from OMol25. Energies are from ωB97M-V/def2-TZVPD.

Computed properties:
total charge	-1
structure (SMILES)	O=C=CC(=O)N[O-]

Last column: Löwdin charge in e.
Geometry (Å):
C  1.112  0.166  -0.511  -0.04
C  1.809  0.478  -1.506  -0.21
C  -0.200  0.329  0.157  -0.52
N  -0.014  0.284  1.508  -0.09
O  2.675  0.852  -2.251  0.05
O  -1.253  0.611  -0.418  -0.04
O  1.242  -0.156  1.942  -0.35
H  1.588  -0.326  0.390  0.11
H  -0.597  0.584  2.244  0.11

---

Here is 12 unconnected molecules or ions with the total composition C28H84N4O16 from OMol25. Energies are from ωB97M-V/def2-TZVPD.

Computed properties:
total charge	0
structure (SMILES)	COC[C@H](C)N.COC[C@H](C)N.COC[C@H](C)N.COC[C@H](C)N.OCCO.OCCO.OCCO.OCCO.CO.CO.CO.CO

Last column: Löwdin charge in e.
Geometry (Å):
C  -1.177  4.116  2.769  -0.14
O  -0.516  2.880  2.936  -0.13
H  -0.764  4.767  1.991  0.07
H  -2.247  3.955  2.662  0.07
H  -1.030  4.749  3.653  0.09
H  0.324  3.036  3.373  0.09
C  3.414  -1.264  -1.381  -0.12
O  2.848  -1.060  -2.691  -0.13
H  3.636  -0.351  -0.831  0.05
H  2.605  -1.795  -0.875  0.07
H  4.331  -1.857  -1.371  0.08
H  2.099  -1.671  -2.731  0.04
C  0.134  -3.725  4.986  -0.15
O  0.399  -5.050  4.540  -0.13
H  0.126  -2.994  4.178  0.07
H  -0.836  -3.603  5.478  0.08
H  0.847  -3.358  5.729  0.08
H  0.451  -5.589  5.335  0.09
C  -3.418  0.995  2.721  -0.17
O  -2.217  0.632  3.336  -0.12
H  -4.217  1.067  3.466  0.08
H  -3.396  1.912  2.128  0.07
H  -3.770  0.212  2.041  0.06
H  -1.522  1.303  3.287  0.03
C  -0.079  -5.918  0.591  -0.05
C  1.339  -5.431  0.915  -0.40
C  2.082  -5.082  -0.390  -0.22
O  2.173  -6.235  -1.173  -0.16
C  3.014  -6.051  -2.283  -0.11
N  1.184  -4.243  1.771  0.06
H  -0.545  -6.270  1.511  0.08
H  -0.011  -6.770  -0.091  0.08
H  -0.667  -5.182  0.042  0.08
H  1.862  -6.257  1.409  0.14
H  3.072  -4.714  -0.085  0.13
H  1.550  -4.199  -0.766  0.12
H  4.033  -5.788  -1.973  0.09
H  2.691  -5.229  -2.930  0.09
H  3.131  -6.943  -2.895  0.09
H  2.167  -4.027  1.929  0.09
H  0.847  -4.527  2.687  0.05
C  5.741  -0.607  1.682  -0.06
C  4.481  -0.827  2.527  -0.41
C  4.841  -1.583  3.785  -0.21
O  5.193  -2.906  3.363  -0.20
C  5.636  -3.694  4.454  -0.11
N  3.906  0.513  2.810  0.05
H  6.533  -0.120  2.251  0.08
H  5.529  0.007  0.805  0.06
H  6.090  -1.546  1.242  0.08
H  3.735  -1.367  1.947  0.13
H  3.945  -1.654  4.413  0.12
H  5.639  -1.145  4.390  0.13
H  4.871  -3.757  5.234  0.08
H  6.519  -3.234  4.907  0.09
H  5.866  -4.723  4.185  0.09
H  4.686  1.097  3.086  0.07
H  3.509  0.861  1.941  0.02
C  -4.466  6.422  -0.107  -0.06
C  -3.741  5.676  -1.238  -0.45
C  -3.508  4.211  -0.909  -0.21
O  -2.811  3.647  -2.002  -0.20
C  -2.364  2.326  -1.800  -0.09
N  -4.352  5.842  -2.546  0.04
H  -3.907  6.218  0.810  0.07
H  -5.489  6.052  -0.036  0.08
H  -4.380  7.499  -0.236  0.08
H  -2.768  6.176  -1.281  0.13
H  -4.385  3.579  -0.721  0.13
H  -2.819  4.165  -0.053  0.11
H  -1.792  2.025  -2.677  0.09
H  -3.175  1.602  -1.686  0.06
H  -1.663  2.261  -0.963  0.07
H  -5.344  5.625  -2.540  0.07
H  -3.938  5.118  -3.126  0.06
C  -5.057  -0.342  -0.726  -0.07
C  -6.058  -0.536  -1.861  -0.41
C  -6.304  0.748  -2.644  -0.21
O  -7.335  0.540  -3.584  -0.18
C  -7.707  1.726  -4.258  -0.11
N  -5.520  -1.609  -2.719  0.04
H  -4.892  -1.235  -0.121  0.08
H  -5.481  0.396  -0.037  0.08
H  -4.068  0.016  -1.012  0.05
H  -7.021  -0.872  -1.462  0.14
H  -5.390  1.054  -3.170  0.13
H  -6.555  1.595  -1.995  0.13
H  -6.796  2.233  -4.586  0.09
H  -8.301  2.422  -3.657  0.09
H  -8.349  1.520  -5.113  0.09
H  -5.504  -2.443  -2.139  0.09
H  -6.281  -1.812  -3.367  0.09
C  0.114  -1.102  1.116  -0.21
C  -0.501  0.130  0.493  -0.21
O  0.306  0.761  -0.507  -0.10
O  0.050  -2.221  0.242  -0.13
H  -0.293  -1.378  2.093  0.12
H  1.195  -0.928  1.223  0.11
H  -0.519  0.964  1.206  0.10
H  -1.530  -0.055  0.177  0.12
H  1.210  0.854  -0.125  0.05
H  0.391  -3.017  0.715  0.03
C  2.680  2.793  1.188  -0.23
C  1.932  3.989  0.642  -0.22
O  2.582  4.392  -0.570  -0.06
O  2.704  1.680  0.307  -0.12
H  2.276  2.524  2.163  0.11
H  3.697  3.152  1.387  0.13
H  1.820  4.743  1.427  0.12
H  0.945  3.716  0.251  0.12
H  2.172  5.222  -0.829  0.10
H  3.087  1.937  -0.569  0.06
C  -2.006  -1.524  -3.055  -0.25
C  -0.555  -1.099  -3.119  -0.22
O  0.339  -1.985  -2.463  -0.11
O  -2.878  -0.539  -3.600  -0.10
H  -2.352  -1.715  -2.032  0.11
H  -2.165  -2.457  -3.608  0.12
H  -0.500  -0.151  -2.574  0.10
H  -0.189  -1.018  -4.142  0.13
H  0.163  -1.938  -1.499  0.05
H  -3.767  -0.918  -3.496  0.03
C  4.596  1.706  -2.753  -0.19
C  5.292  3.091  -2.660  -0.24
O  5.359  3.492  -1.322  -0.06
O  3.230  1.757  -2.303  -0.10
H  5.118  0.947  -2.166  0.11
H  4.520  1.417  -3.805  0.12
H  4.786  3.826  -3.296  0.12
H  6.269  2.922  -3.116  0.12
H  4.433  3.561  -1.050  0.04
H  2.846  0.871  -2.430  0.06

---

Here is 2 unconnected molecules or ions with the total composition C22H26N3O3 from OMol25. Energies are from ωB97M-V/def2-TZVPD.

Computed properties:
total charge	+1

Last column: Löwdin charge in e.
Geometry (Å):
C  -6.288  2.540  0.198  -0.05
O  -4.866  2.339  0.379  -0.08
C  -4.301  1.225  -0.157  -0.24
C  -2.914  1.049  0.095  0.07
C  -2.297  -0.079  -0.384  -0.11
C  -3.033  -1.027  -1.140  -0.16
C  -4.391  -0.875  -1.402  0.01
C  -5.035  0.258  -0.903  0.01
N  -2.152  -2.034  -1.536  -0.06
C  -2.492  -3.184  -2.352  0.01
C  -0.897  -1.764  -1.063  0.07
C  -0.917  -0.560  -0.325  -0.12
C  0.162  0.101  0.289  0.07
C  1.479  -0.438  0.280  -0.15
C  1.832  -1.781  0.512  0.01
N  3.180  -1.935  0.355  -0.08
C  3.888  -3.189  0.518  0.01
C  3.757  -0.716  0.007  -0.16
C  2.724  0.257  -0.054  -0.10
C  3.008  1.526  -0.527  0.05
C  4.347  1.821  -0.908  -0.25
O  4.739  3.033  -1.382  -0.09
C  3.755  4.083  -1.510  -0.05
C  5.367  0.834  -0.814  0.02
C  5.071  -0.444  -0.363  0.01
H  -6.486  3.479  0.715  0.10
H  -6.542  2.630  -0.868  0.10
H  -6.866  1.723  0.654  0.10
H  -2.357  1.798  0.649  0.13
H  -4.937  -1.621  -1.975  0.11
H  -6.100  0.409  -1.080  0.11
H  -3.560  -3.153  -2.580  0.09
H  -1.918  -3.178  -3.288  0.11
H  -2.259  -4.115  -1.820  0.11
H  -0.051  -2.402  -1.295  0.14
H  0.011  1.131  0.612  0.14
H  1.178  -2.623  0.729  0.15
H  4.941  -3.033  0.280  0.09
H  3.798  -3.550  1.551  0.11
H  3.469  -3.953  -0.148  0.10
H  2.208  2.263  -0.621  0.11
H  4.334  4.936  -1.865  0.10
H  2.983  3.810  -2.243  0.10
H  3.290  4.309  -0.539  0.10
H  6.369  1.113  -1.123  0.13
H  5.840  -1.210  -0.302  0.11
C  0.615  0.200  3.747  -0.12
N  -0.424  -0.561  3.098  -0.13
O  -1.480  0.403  2.864  -0.10
H  1.384  -0.502  4.069  0.08
H  1.064  0.959  3.096  0.07
H  0.183  0.689  4.625  0.09
H  -0.133  -0.876  2.178  0.04
H  -2.280  -0.113  3.067  0.10

---

Listing energy above the lowest of the compared OMol25 structures with the same formula, charge and spin for the structures above in their given order: 88.1, 0.0, 0.0 kcal per mole.